1.
Density functional theory data (ωB97M-V/def2-TZVPD) for a molecular structure, C35H40N7ORuS3 in a non-equilibrium geometry.

Values from the calculation:
- LUMO (alpha / beta) (Eh) = -0.044 / -0.024
- strongest force on any atom (eV/A) = 2.938
- multiplicity = 2
- E_HOMO (alpha / beta) (Ha) = -0.276 / -0.279
- net charge = 0
- electronic energy (Eh) = -3105.60719
- energy relative to the best compared isomer or geometry (same formula, charge and spin) (kJ/mol) = 248.4

Geometry as XYZ:
```
87
C35H40N7ORuS3 (ωB97M-V/def2-TZVPD)
Ru -0.408 -0.231 0.792
C -0.331 -3.519 1.518
N -0.591 -2.777 0.281
C -1.949 -2.974 -0.229
C -3.028 -2.397 0.686
N -2.951 -0.950 0.903
C -3.551 -0.202 -0.202
C -3.546 -0.678 2.187
C -4.916 -0.578 2.376
C -5.446 -0.422 3.647
C -4.608 -0.371 4.750
C -3.243 -0.453 4.577
C -2.702 -0.611 3.303
S -0.972 -0.767 3.177
C 0.404 -3.194 -0.674
C 0.271 -4.345 -1.440
C 1.262 -4.740 -2.323
C 2.407 -3.974 -2.468
C 2.568 -2.842 -1.700
C 1.587 -2.455 -0.788
S 1.863 -1.014 0.147
H -0.523 -4.591 1.383
H -0.943 -3.152 2.338
H 0.714 -3.382 1.800
H -2.189 -4.044 -0.337
H -1.990 -2.500 -1.212
H -2.961 -2.885 1.663
H -4.010 -2.654 0.258
H -4.526 -0.610 -0.501
H -2.877 -0.243 -1.060
H -3.674 0.839 0.096
H -5.584 -0.623 1.529
H -6.515 -0.347 3.775
H -5.014 -0.257 5.744
H -2.568 -0.405 5.416
H -0.611 -4.961 -1.349
H 1.133 -5.644 -2.899
H 3.174 -4.262 -3.172
H 3.453 -2.228 -1.782
C 2.170 0.533 2.971
N 3.140 1.330 3.701
C 3.883 2.130 2.736
N 3.007 3.015 1.979
C 2.038 2.195 1.268
N 1.245 1.369 2.190
C 0.562 2.274 3.129
N 1.509 3.096 3.866
C 2.415 2.220 4.598
C 2.289 3.875 2.912
H 1.588 -0.064 3.677
H 2.708 -0.134 2.296
H 4.384 1.453 2.038
H 4.631 2.731 3.258
H 2.577 1.543 0.575
H 1.364 2.848 0.706
H -0.018 1.675 3.837
H -0.117 2.923 2.570
H 1.828 1.614 5.294
H 3.133 2.827 5.156
H 3.011 4.488 3.460
H 1.618 4.525 2.343
N -1.317 2.867 0.241
C -1.147 1.730 0.341
O -0.654 -0.517 -1.885
S 0.694 -0.310 -2.477
C 0.487 -0.391 -4.278
C 1.608 -0.731 -5.019
C 1.534 -0.730 -6.400
C 0.349 -0.385 -7.031
C -0.777 -0.088 -6.280
C -0.712 -0.102 -4.898
C 0.926 1.487 -2.478
C 2.196 1.997 -2.274
C 2.367 3.371 -2.208
C 1.278 4.216 -2.352
C 0.013 3.694 -2.572
C -0.164 2.323 -2.630
H 2.523 -0.997 -4.510
H 2.403 -0.994 -6.983
H 0.300 -0.361 -8.110
H -1.707 0.165 -6.766
H -1.583 0.103 -4.295
H 3.032 1.325 -2.154
H 3.350 3.777 -2.024
H 1.412 5.284 -2.274
H -0.839 4.345 -2.681
H -1.147 1.903 -2.767
```



2.
Density functional theory data (ωB97M-V/def2-TZVPD) for a molecular structure, C35H41CsF5N6O4PS2Te.

Values from the calculation:
- LUMO (alpha / beta) (Eh) = 0.135 / 0.129
- strongest force on any atom (eV/A) = 0.740
- multiplicity = 1
- E_HOMO (alpha / beta) (Ha) = -0.128 / -0.072
- net charge = -2
- electronic energy (Eh) = -3913.17842
- energy relative to the best compared isomer or geometry (same formula, charge and spin) (kJ/mol) = 128.6

Geometry as XYZ:
```
96
C35H41CsF5N6O4PS2Te (ωB97M-V/def2-TZVPD)
Cs 1.146 2.705 -0.095
O -0.120 1.340 4.214
N -0.650 0.238 3.655
C -0.976 -0.672 4.479
C -1.668 -1.883 4.009
C -2.284 -2.660 4.989
C -3.044 -3.774 4.669
C -3.197 -4.125 3.339
C -2.564 -3.377 2.352
C -1.782 -2.263 2.650
P -0.936 -1.302 1.305
C -1.257 -2.428 -0.123
C -2.247 -1.984 -0.999
C -2.595 -2.726 -2.118
C -1.928 -3.912 -2.398
C -0.921 -4.351 -1.550
C -0.594 -3.618 -0.416
C 0.804 -1.760 1.728
C 1.170 -2.943 2.371
C 2.505 -3.238 2.607
C 3.501 -2.357 2.201
C 3.156 -1.172 1.568
C 1.815 -0.884 1.352
H -0.100 2.033 3.467
H -0.826 -0.533 5.551
H -2.174 -2.363 6.026
H -3.517 -4.354 5.452
H -3.793 -4.985 3.060
H -2.675 -3.684 1.320
H -2.724 -1.023 -0.833
H -3.367 -2.355 -2.781
H -2.179 -4.482 -3.285
H -0.381 -5.264 -1.774
H 0.196 -3.971 0.236
H 0.405 -3.641 2.693
H 2.768 -4.162 3.109
H 4.543 -2.592 2.383
H 3.903 -0.459 1.236
H 1.569 0.051 0.870
O 4.645 1.449 -0.067
C 4.155 1.804 -1.144
O 3.038 1.390 -1.613
C 4.848 2.826 -2.001
C 6.071 3.364 -1.626
C 6.692 4.319 -2.412
C 6.071 4.739 -3.586
C 4.850 4.213 -3.968
C 4.219 3.246 -3.176
S 2.673 2.579 -3.629
H 6.506 3.014 -0.698
H 7.643 4.743 -2.114
H 6.541 5.493 -4.207
H 4.369 4.552 -4.877
C -1.438 0.688 -3.682
N -0.389 -0.275 -3.963
C -0.787 -1.335 -4.866
C 0.490 -0.548 -2.925
N 0.276 -0.059 -1.763
N 1.557 -1.384 -3.276
C 2.329 -1.044 -4.462
C 2.391 -1.857 -2.185
H -1.880 1.003 -4.630
H -1.018 1.555 -3.178
H -2.224 0.282 -3.037
H -1.778 -1.722 -4.599
H -0.079 -2.158 -4.817
H -0.833 -0.965 -5.896
H 1.099 -0.196 -1.186
H 1.704 -0.520 -5.180
H 2.717 -1.956 -4.926
H 3.168 -0.386 -4.210
H 3.032 -1.066 -1.776
H 3.026 -2.661 -2.564
H 1.769 -2.259 -1.387
S -4.512 1.229 -1.377
C -4.354 1.472 0.297
N -4.089 2.663 0.835
C -3.984 2.877 2.273
C -3.367 1.650 2.907
C -4.229 0.448 2.573
N -4.529 0.434 1.143
H -3.720 3.380 0.228
H -4.980 3.077 2.689
H -3.365 3.754 2.427
H -3.282 1.772 3.987
H -2.361 1.546 2.503
H -5.165 0.488 3.143
H -3.724 -0.485 2.826
H -4.716 -0.440 0.684
F 0.979 4.960 3.345
Te -0.638 4.806 2.299
F -1.622 4.583 4.029
F -0.797 6.825 2.549
F -2.170 4.806 0.856
F 0.592 5.237 0.773
O -0.403 2.979 2.115
```



3.
Density functional theory data (ωB97M-V/def2-TZVPD) for a molecular structure, C35H41CuGe2O in a non-equilibrium geometry.

Values from the calculation:
- LUMO (alpha / beta) (Eh) = 0.103 / 0.067
- strongest force on any atom (eV/A) = 1.130
- multiplicity = 2
- E_HOMO (alpha / beta) (Ha) = -0.155 / -0.179
- net charge = -1
- electronic energy (Eh) = -7227.85552
- energy relative to the best compared isomer or geometry (same formula, charge and spin) (kJ/mol) = 23.4

Geometry as XYZ:
```
80
C35H41CuGe2O (ωB97M-V/def2-TZVPD)
Cu -0.264 -0.377 -0.692
C 2.325 3.155 2.940
Ge 1.139 2.345 1.549
C -0.459 3.549 1.523
C 2.100 2.672 -0.162
Ge 0.464 -0.056 1.635
C 2.178 -1.032 2.011
C 3.418 -0.398 1.962
C 4.599 -1.083 2.216
C 4.566 -2.437 2.516
C 3.344 -3.095 2.545
C 2.172 -2.400 2.289
C -0.441 -0.245 3.412
C -0.909 -1.480 3.863
C -1.510 -1.613 5.106
C -1.674 -0.505 5.924
C -1.237 0.736 5.485
C -0.634 0.859 4.241
H 2.507 4.201 2.686
H 3.285 2.640 2.989
H 1.864 3.111 3.929
H -0.434 4.195 0.644
H -0.482 4.178 2.415
H -1.380 2.964 1.488
H 2.024 3.720 -0.462
H 1.692 2.050 -0.961
H 3.158 2.422 -0.062
H 3.466 0.655 1.712
H 5.547 -0.559 2.175
H 5.483 -2.977 2.715
H 3.307 -4.157 2.760
H 1.229 -2.937 2.296
H -0.808 -2.354 3.229
H -1.857 -2.586 5.435
H -2.148 -0.607 6.893
H -1.369 1.612 6.110
H -0.298 1.837 3.910
C -2.690 3.569 -0.973
C -1.888 2.480 -1.698
C -1.160 3.060 -2.913
C -2.810 1.327 -2.042
C -3.664 1.399 -3.131
C -4.541 0.365 -3.420
C -4.573 -0.742 -2.585
C -3.740 -0.855 -1.479
C -3.866 -2.088 -0.599
C -4.190 -1.732 0.857
C -2.633 -2.996 -0.675
C -2.818 0.184 -1.204
O -1.985 0.119 -0.167
H -2.047 4.406 -0.688
H -3.150 3.158 -0.073
H -3.485 3.939 -1.625
H -1.134 2.101 -1.006
H -1.837 3.633 -3.551
H -0.714 2.264 -3.513
H -0.362 3.729 -2.583
H -3.643 2.275 -3.770
H -5.196 0.420 -4.281
H -5.272 -1.545 -2.797
H -4.710 -2.660 -0.999
H -3.419 -1.081 1.264
H -4.245 -2.636 1.471
H -5.150 -1.214 0.918
H -1.763 -2.504 -0.240
H -2.396 -3.252 -1.709
H -2.810 -3.920 -0.119
C 1.162 -0.859 -1.805
C 2.034 -1.234 -2.567
C 3.002 -1.711 -3.503
C 4.299 -2.062 -3.117
C 5.199 -2.552 -4.050
C 4.829 -2.698 -5.379
C 3.546 -2.343 -5.776
C 2.641 -1.853 -4.850
H 4.588 -1.950 -2.080
H 6.200 -2.830 -3.742
H 5.536 -3.082 -6.104
H 3.251 -2.458 -6.812
H 1.640 -1.574 -5.148
```



4.
Density functional theory data (ωB97M-V/def2-TZVPD) for a molecular structure, C35H41N2OSe4SiV in a non-equilibrium geometry.

Values from the calculation:
- LUMO (alpha / beta) (Eh) = 0.162 / 0.162
- strongest force on any atom (eV/A) = 1.095
- multiplicity = 3
- E_HOMO (alpha / beta) (Ha) = -0.046 / -0.046
- net charge = -2
- electronic energy (Eh) = -12382.39265

Geometry as XYZ:
```
85
C35H41N2OSe4SiV (ωB97M-V/def2-TZVPD)
V -0.626 0.782 0.445
Se -0.643 3.040 4.708
Se -1.645 1.740 3.064
Se -2.898 3.211 1.657
Se -1.975 2.604 -0.425
C -0.448 1.056 -3.451
Si -1.276 -0.371 -2.570
C -1.302 -1.792 -3.835
C -3.123 -0.024 -2.351
N -0.507 -0.686 -1.031
C 0.176 -1.803 -0.656
C 0.379 -2.983 -1.411
C 1.094 -4.071 -0.933
C 1.666 -4.066 0.328
C 1.493 -2.931 1.116
C 0.761 -1.869 0.636
O 0.605 -0.700 1.391
C 0.688 -0.787 2.789
C -0.312 -1.429 3.503
C -0.226 -1.448 4.886
C 0.837 -0.834 5.533
C 1.826 -0.200 4.798
C 1.761 -0.183 3.412
H -1.008 1.318 -4.359
H 0.581 0.810 -3.724
H -0.403 1.943 -2.813
H -2.037 -1.498 -4.595
H -1.639 -2.744 -3.418
H -0.341 -1.944 -4.338
H -3.688 -0.592 -3.101
H -3.366 1.033 -2.464
H -3.453 -0.325 -1.355
H -0.013 -3.040 -2.408
H 1.210 -4.937 -1.578
H 2.234 -4.911 0.696
H 1.923 -2.870 2.108
H -1.145 -1.858 2.965
H -1.014 -1.916 5.464
H 0.874 -0.818 6.616
H 2.636 0.310 5.302
H 2.498 0.318 2.801
C -2.316 -0.297 1.059
C -3.305 -0.926 1.397
C -4.482 -1.629 1.796
C -5.549 -1.812 0.904
C -6.690 -2.496 1.293
C -6.798 -3.015 2.578
C -5.751 -2.836 3.473
C -4.608 -2.151 3.090
H -5.461 -1.405 -0.095
H -7.503 -2.623 0.588
H -7.692 -3.548 2.880
H -5.827 -3.229 4.481
H -3.797 -1.995 3.791
C 3.386 2.892 -4.495
C 3.057 1.906 -3.401
C 3.467 0.580 -3.502
C 3.144 -0.313 -2.475
C 3.608 -1.748 -2.543
C 2.418 0.126 -1.385
C 1.995 1.464 -1.223
C 2.342 2.329 -2.291
N 1.290 1.868 -0.107
C 1.723 3.182 0.460
C 0.884 4.406 0.045
C 3.207 3.514 0.189
C 1.637 3.058 1.977
H 3.598 2.383 -5.438
H 4.265 3.492 -4.235
H 2.556 3.584 -4.661
H 4.036 0.243 -4.367
H 3.248 -2.240 -3.452
H 3.246 -2.321 -1.688
H 4.702 -1.802 -2.556
H 2.216 -0.571 -0.585
H 1.956 3.339 -2.289
H 0.686 4.410 -1.028
H 1.422 5.327 0.305
H -0.074 4.422 0.559
H 3.407 3.961 -0.785
H 3.825 2.618 0.285
H 3.526 4.236 0.949
H 0.677 2.667 2.287
H 1.761 4.028 2.469
H 2.418 2.387 2.343
```



| no. | molecular weight (g mol⁻¹) |
| --- | --- |
| 1 | 772.024 |
| 2 | 1060.354 |
| 3 | 686.478 |
| 4 | 900.596 |